Record 1
DFT (ωB97M-V/def2-TZVPD) results for a cluster of 2 separate species, C3H7NO2 in total in a non-equilibrium geometry.

Summary:
Total charge: 0
M (g/mol): 89.09
E_HOMO (eV): -8.3
Frontier orbital gap (Ha): 0.322
Energy above the lowest of the compared OMol25 structures with the same formula, charge and spin (kcal per mole): 135.7
E_LUMO (eV): 0.49

Geometry as XYZ:
```
13
C3H7NO2 ωB97M-V/def2-TZVPD
C 0.09 0.32 -2.23
C -0.76 0.32 -0.08
C 0.23 0.11 1.98
N 0.10 -0.21 -1.05
O 0.83 -1.20 -0.71
O 0.49 -1.20 1.96
H 0.70 -0.08 -3.02
H -0.58 1.14 -2.42
H -1.55 -0.34 0.23
H -1.04 1.36 -0.21
H -0.50 0.42 2.70
H 1.06 0.78 1.76
H 0.93 -1.43 1.10
```

Record 2
DFT (ωB97M-V/def2-TZVPD) results for a structure of composition C10H19CuNO14 in a non-equilibrium geometry.

Summary:
Total charge: -3
M (g/mol): 440.80
E_HOMO (eV): 2.2
Frontier orbital gap (Ha): 0.133
Energy above the lowest of the compared OMol25 structures with the same formula, charge and spin (kcal per mole): 113.1
E_LUMO (eV): 5.77

Geometry as XYZ:
```
45
C10H19CuNO14 ωB97M-V/def2-TZVPD
Cu -1.91 -0.66 -0.96
O 0.46 -1.11 -3.41
C -0.53 -1.89 -3.35
O -1.73 -1.47 -3.37
O -0.36 -3.11 -3.17
H 1.23 -1.67 -3.38
O -3.48 -3.74 1.11
C -3.01 -3.80 -0.14
O -3.33 -2.90 -0.97
O -2.18 -4.64 -0.41
H -2.87 -4.46 1.26
O -4.79 1.77 -2.50
C -4.54 0.50 -2.13
O -4.78 -0.43 -2.86
O -4.16 0.27 -1.00
H -4.86 1.63 -3.45
O 0.40 -1.84 2.37
C 0.34 -2.23 1.10
O -0.03 -1.32 0.26
O 0.86 -3.28 0.79
H -0.04 -0.99 2.31
C -2.26 2.71 -0.03
O -1.30 1.67 -0.27
C 0.06 2.14 -0.43
C 0.75 2.33 0.98
N 0.81 1.02 1.70
C 2.11 0.72 2.38
C 3.39 0.65 1.43
O 4.58 0.28 2.09
C 5.76 0.43 1.36
H -3.28 2.45 0.23
H -2.20 3.18 -1.01
H -1.85 3.35 0.76
H 0.07 2.93 -1.18
H 0.70 1.43 -0.94
H 0.27 3.00 1.69
H 1.70 2.79 0.72
H 0.58 0.28 1.04
H 2.09 -0.25 2.87
H 2.32 1.40 3.20
H 3.44 1.63 0.95
H 3.39 -0.09 0.63
H 5.66 -0.26 0.52
H 6.59 0.10 1.98
H 5.92 1.50 1.22
```